# C44H36AsCrN4O2P

A structure of composition C44H36AsCrN4O2P (ωB97M-V/def2-TZVPD, the Open Molecules 2025 dataset).

```
! wB97M-V def2-TZVPD RIJCOSX def2/J DEFGRID3
* xyz 1 4
Cr 1.65 -0.37 -1.28
O 2.02 1.19 -2.81
C 1.56 0.16 -3.39
N 2.17 -1.00 -3.18
C 1.52 -2.26 -3.41
C 1.29 -2.80 -4.66
C 0.75 -4.08 -4.74
C 0.47 -4.80 -3.59
C 0.70 -4.25 -2.33
C 1.22 -2.97 -2.25
N 1.55 -2.29 -1.03
C 2.46 -2.85 -0.18
O 2.54 -4.01 0.15
C 3.52 -1.85 0.25
C 4.60 -2.20 1.03
C 5.60 -1.26 1.24
C 5.49 0.00 0.66
C 4.37 0.29 -0.11
N 3.42 -0.63 -0.30
C 0.06 0.11 -3.52
C -0.84 0.27 -4.54
C -2.19 0.09 -4.23
C -2.56 -0.24 -2.94
C -1.59 -0.38 -1.97
N -0.30 -0.20 -2.26
H 1.55 -2.24 -5.55
H 0.56 -4.52 -5.71
H 0.06 -5.80 -3.67
H 0.49 -4.81 -1.43
H 4.64 -3.20 1.44
H 6.46 -1.50 1.84
H 6.26 0.75 0.78
H 4.23 1.25 -0.59
H -0.51 0.51 -5.54
H -2.94 0.19 -5.00
H -3.60 -0.39 -2.68
H -1.84 -0.64 -0.95
C -0.89 0.95 1.08
C -1.30 1.56 2.41
As -3.27 1.58 2.70
C -3.80 2.71 1.20
C -2.93 3.57 0.54
C -3.39 4.42 -0.46
C -4.73 4.42 -0.81
C -5.61 3.58 -0.15
C -5.15 2.74 0.86
C -3.58 -0.19 1.93
C -4.09 -0.43 0.65
C -4.22 -1.73 0.18
C -3.82 -2.81 0.97
C -3.32 -2.58 2.24
C -3.21 -1.28 2.72
P 0.89 0.67 0.85
C 1.62 2.32 1.00
C 1.65 3.06 -0.19
C 2.14 4.36 -0.21
C 2.60 4.94 0.96
C 2.55 4.23 2.15
C 2.06 2.93 2.17
C 1.37 -0.45 2.20
C 2.42 -0.26 3.10
C 2.71 -1.23 4.05
C 1.96 -2.40 4.10
C 0.93 -2.61 3.19
C 0.64 -1.64 2.25
H -1.21 1.56 0.24
H -1.36 -0.03 0.95
H -0.94 2.59 2.50
H -0.88 1.00 3.25
H -1.88 3.61 0.81
H -2.70 5.09 -0.96
H -5.09 5.08 -1.59
H -6.66 3.58 -0.40
H -5.86 2.10 1.38
H -4.38 0.40 0.02
H -4.63 -1.91 -0.81
H -3.93 -3.82 0.60
H -3.03 -3.41 2.87
H -2.83 -1.12 3.72
H 1.31 2.62 -1.12
H 2.16 4.91 -1.14
H 2.99 5.95 0.95
H 2.88 4.69 3.07
H 1.97 2.43 3.12
H 3.05 0.61 3.05
H 3.52 -1.08 4.74
H 2.19 -3.16 4.84
H 0.37 -3.53 3.21
H -0.15 -1.83 1.53
*
```

energy relative to the best compared isomer or geometry (same formula, charge and spin): 0.0 kcal/mol
largest force on an atom: 0.54 eV Å⁻¹
expectation value of S²: 3.79